Here is a cluster of 18 separate species, C54H144O18 in total at a distorted geometry from the Open Molecules 2025 dataset. Energies are from the ωB97M-V functional and the def2-TZVPD basis.

XYZ file:
```
216
Properties=species:S:1:pos:R:3:forces:R:3:lowdin_charge:R:1
C 2.75036 0.78664 -3.02281 1.209 -0.131 -2.182 -0.023
C 1.81121 0.71524 -4.31211 -0.531 -1.151 3.523 -0.367
C 1.48930 -0.70736 -4.85064 1.145 0.527 -0.631 -0.038
O 0.57020 1.18572 -3.81260 -1.081 1.231 -0.836 -0.114
H 3.62951 0.21608 -3.32227 0.384 -0.151 0.437 0.072
H 2.42078 0.45590 -2.03788 -0.647 -0.340 -0.536 0.054
H 3.11597 1.80687 -2.90633 -0.175 0.203 -0.046 0.047
H 2.13762 1.46475 -5.03308 0.163 -0.476 -0.281 0.132
H 1.00581 -1.38331 -4.14536 -0.300 0.596 0.276 0.052
H 2.35842 -1.28211 -5.17064 0.399 0.265 -0.160 0.068
H 0.87501 -0.55836 -5.73864 -0.255 -0.225 0.117 0.080
H 0.40332 0.82570 -2.93846 0.066 -0.694 0.333 0.042
C -2.52294 4.86915 1.39338 0.756 0.355 -0.012 -0.043
C -1.97091 3.59419 2.05186 0.111 0.770 -1.513 -0.480
C -0.61932 3.78523 2.70952 -0.011 0.250 -0.392 -0.036
O -2.92548 3.11760 2.97802 -0.055 0.248 -0.124 -0.049
H -3.45421 4.71150 0.84934 -0.174 -0.142 0.443 0.082
H -1.84067 5.25608 0.63649 0.304 -0.173 -0.055 0.067
H -2.58947 5.68132 2.11729 -0.412 0.051 0.164 0.083
H -1.89618 2.93301 1.18853 -0.033 -0.835 0.448 0.116
H -0.72266 4.54090 3.48823 0.172 0.015 0.203 0.089
H 0.08914 4.16110 1.97136 0.083 0.075 -0.007 0.079
H -0.19595 2.87036 3.12408 -0.231 -0.050 0.087 0.073
H -2.97729 3.84382 3.60375 -0.407 0.094 0.426 0.112
C -6.16931 -3.80979 -1.65984 0.216 0.174 -0.483 -0.059
C -7.64378 -3.43993 -1.42326 1.312 -0.891 2.028 -0.487
C -7.95476 -3.12682 0.07865 -0.773 -0.691 -0.494 -0.036
O -7.96055 -2.34030 -2.18894 -0.788 0.148 -0.714 -0.047
H -6.07609 -3.99408 -2.73010 0.113 0.037 -0.182 0.081
H -5.76206 -4.69926 -1.17910 -0.437 -0.058 0.385 0.068
H -5.50082 -2.97818 -1.43700 -0.054 0.120 0.148 0.054
H -8.18102 -4.32503 -1.76394 -0.637 0.215 0.134 0.132
H -9.03821 -3.06433 0.18036 -0.173 -0.077 -0.024 0.069
H -7.61783 -2.16325 0.46088 0.561 0.017 -0.437 0.053
H -7.63348 -3.91559 0.75889 0.201 -0.052 -0.043 0.071
H -7.23317 -1.73912 -2.01260 0.378 0.944 -0.364 0.036
C 7.83224 2.30183 -0.39193 -1.205 -0.035 -0.064 -0.048
C 6.61972 1.89873 -1.28595 0.928 0.589 0.838 -0.490
C 6.13056 3.08997 -2.13510 -0.711 -1.081 0.321 -0.032
O 7.01657 0.81602 -2.07713 0.253 -0.448 -1.622 -0.054
H 7.57827 3.17505 0.20900 0.126 0.128 -0.040 0.052
H 8.71144 2.51062 -1.00144 -0.051 -0.078 0.021 0.084
H 8.01052 1.48786 0.31076 0.337 -0.068 -0.046 0.074
H 5.83572 1.46218 -0.66718 -0.479 0.790 0.447 0.116
H 5.92887 3.93576 -1.47777 0.544 0.224 -0.109 0.072
H 5.14754 2.88510 -2.55913 -0.014 -0.317 -0.189 0.047
H 6.79263 3.29176 -2.97714 0.236 0.242 0.317 0.086
H 7.22609 0.06207 -1.52101 -0.007 0.043 0.128 0.089
C 3.45132 2.52361 2.07621 0.969 -0.324 1.237 -0.031
C 4.70700 2.34015 2.96412 1.063 -0.235 0.279 -0.493
C 5.70976 3.47431 2.87384 -0.553 0.197 -0.520 -0.051
O 4.36953 2.19358 4.33823 -1.427 0.021 0.243 -0.055
H 2.73286 1.74066 2.31891 -0.012 -0.033 -0.151 0.067
H 3.75500 2.45720 1.03147 -0.156 0.104 -0.031 0.073
H 3.00225 3.48960 2.30709 -0.034 0.047 -0.187 0.065
H 5.28554 1.45160 2.71141 -0.368 -0.477 -0.575 0.117
H 6.16754 3.48556 1.88468 -0.034 0.273 -0.056 0.056
H 6.50632 3.35136 3.60763 -0.056 0.033 0.042 0.082
H 5.14177 4.38504 3.06372 0.400 0.335 -0.018 0.082
H 5.13707 1.97766 4.87290 0.161 0.028 -0.272 0.085
C -1.66215 3.10101 -2.34764 -0.705 -0.026 0.593 -0.032
C -0.79617 4.19747 -2.99010 -0.907 -0.248 0.378 -0.482
C 0.34217 4.77391 -2.16442 0.775 -0.582 -0.323 -0.041
O -0.37228 3.65342 -4.20021 0.429 1.074 -0.851 -0.051
H -1.86478 3.19247 -1.28054 -0.088 0.499 0.180 0.057
H -1.33353 2.06599 -2.44178 0.688 0.141 -0.298 0.062
H -2.61433 3.09498 -2.87813 -0.140 0.094 0.104 0.070
H -1.46172 5.01554 -3.26560 -0.131 0.142 0.103 0.133
H 0.09487 5.21416 -1.19843 -0.295 -0.078 -0.039 0.065
H 0.90488 5.49818 -2.75340 -0.262 0.288 -0.086 0.061
H 1.07017 3.97542 -2.02113 0.114 -0.242 0.409 0.068
H 0.05671 2.82105 -3.98872 0.320 -0.823 -0.185 0.022
C -1.15039 0.29180 4.98069 0.118 -1.160 -0.404 -0.028
C -2.27348 0.07634 3.95105 1.740 -0.170 -0.395 -0.557
C -2.85808 -1.31322 3.74826 0.745 0.391 0.968 -0.027
O -3.24980 0.94068 4.31045 -2.890 0.431 0.807 -0.051
H -1.42416 -0.24413 5.88950 0.152 -0.036 0.173 0.079
H -1.04288 1.34426 5.24312 -0.088 0.000 -0.244 0.074
H -0.19891 -0.08082 4.60131 0.193 -0.082 0.191 0.060
H -1.89508 0.31359 2.95675 0.420 0.489 -0.406 0.106
H -3.24900 -1.64029 4.71174 -0.419 -0.237 -0.130 0.084
H -2.05286 -1.99294 3.46951 -0.103 -0.176 -0.225 0.064
H -3.61848 -1.22991 2.97176 -0.025 -0.341 0.185 0.061
H -3.07442 1.82058 3.96896 0.164 0.093 -0.313 0.028
C -1.65297 -4.73719 8.21620 -1.237 -0.081 0.432 -0.048
C -0.78964 -5.02426 7.03446 0.769 0.116 0.115 -0.484
C -1.26610 -4.47200 5.74753 -1.050 0.618 -0.995 -0.058
O 0.45102 -4.38441 7.30486 0.792 0.597 0.208 -0.069
H -1.64870 -3.67773 8.47241 0.336 0.135 -0.235 0.092
H -1.33641 -5.27461 9.11010 -0.050 -0.176 -0.017 0.083
H -2.70452 -4.94128 8.01447 -0.034 -0.419 0.095 0.085
H -0.53561 -6.06577 6.83739 -0.516 -0.437 0.490 0.150
H -0.60672 -4.73202 4.91946 -0.123 -0.091 0.122 0.057
H -1.37928 -3.38791 5.75332 0.259 0.171 0.263 0.080
H -2.27646 -4.82309 5.53772 0.028 -0.356 -0.132 0.097
H 0.75324 -4.65747 8.17418 0.180 -0.034 0.063 0.111
C -6.10651 0.41424 2.04719 -0.469 0.936 -0.481 -0.015
C -5.35676 1.08929 0.86870 -1.299 0.172 1.763 -0.477
C -4.12085 0.37528 0.58475 1.569 -0.156 -0.120 -0.053
O -6.19946 1.15678 -0.25956 -0.590 -0.210 -0.794 -0.049
H -6.57924 -0.52363 1.75561 0.260 -0.079 -0.318 0.067
H -6.92824 1.09864 2.25806 -0.168 -0.097 0.553 0.077
H -5.51526 0.23597 2.94539 0.155 0.318 -0.114 0.070
H -5.15091 2.14145 1.06543 0.377 -0.001 0.702 0.138
H -3.42841 0.63812 1.38447 0.187 0.109 0.018 0.068
H -3.70912 0.75207 -0.35152 0.231 -0.501 -0.189 0.083
H -4.21149 -0.70783 0.66689 -0.129 -0.076 -0.638 0.096
H -6.85554 1.84359 -0.12007 -0.113 -0.070 -0.032 0.118
C -0.12922 -1.49684 0.54094 -0.650 -0.134 0.679 -0.038
C -0.33380 -0.26797 -0.30623 2.627 0.824 -0.565 -0.389
C 0.53902 0.96722 0.18838 -1.279 -1.396 -0.377 -0.015
O 0.24210 -0.58630 -1.60035 -0.171 1.084 0.306 -0.097
H -0.21215 -1.25209 1.59987 -0.226 -0.142 0.166 0.070
H 0.84492 -1.96636 0.40419 0.224 0.382 -0.222 0.069
H -0.86269 -2.25738 0.27318 -0.122 0.009 0.175 0.056
H -1.36698 0.05682 -0.42933 -0.158 -0.226 0.172 0.117
H 1.58192 0.66815 0.29340 -0.031 -0.010 -0.075 0.053
H 0.16259 1.29772 1.15645 0.026 0.172 0.022 0.058
H 0.44115 1.75636 -0.55713 0.106 0.156 0.123 0.063
H -0.14077 -1.40120 -1.93341 -0.563 -0.562 -0.311 0.042
C -5.02454 1.22958 -3.68008 -0.711 0.066 -1.069 -0.040
C -6.15311 0.19073 -3.50236 0.335 0.446 -0.291 -0.464
C -6.34244 -0.80944 -4.67942 0.864 0.730 1.034 -0.024
O -5.90494 -0.46698 -2.29680 0.137 -2.107 0.150 -0.094
H -4.62821 1.69211 -2.77614 -0.456 -0.262 0.305 0.057
H -5.47146 2.02416 -4.27758 0.438 0.268 -0.272 0.077
H -4.16416 0.81215 -4.20315 -0.041 -0.076 -0.156 0.073
H -7.12151 0.67933 -3.39477 -0.123 0.502 -0.125 0.133
H -5.42277 -1.37774 -4.81853 -0.021 -0.135 0.013 0.057
H -6.49170 -0.24202 -5.59803 -0.347 -0.091 0.018 0.081
H -7.16091 -1.48195 -4.42260 -0.016 0.073 -0.310 0.071
H -6.01587 0.14721 -1.56738 -0.052 0.456 0.358 0.029
C 3.11341 4.59378 -5.00998 -1.162 -0.364 -1.128 -0.058
C 3.50695 5.96101 -5.58230 -0.179 -0.411 0.069 -0.491
C 2.45926 7.04790 -5.31526 0.094 -0.427 0.375 -0.038
O 4.75490 6.36079 -5.09550 1.005 0.980 1.047 -0.053
H 2.92742 4.46746 -3.94341 0.340 0.623 0.147 0.066
H 3.72307 3.75742 -5.35189 0.638 0.222 0.059 0.074
H 2.15907 4.34787 -5.47564 -0.359 -0.027 0.082 0.072
H 3.67628 5.90346 -6.65753 -0.662 -0.466 -0.362 0.130
H 2.32438 7.17960 -4.24168 0.118 0.057 0.085 0.050
H 1.48738 6.73195 -5.69437 0.053 -0.020 -0.204 0.082
H 2.71539 8.01734 -5.74268 0.161 -0.143 -0.084 0.080
H 5.33298 5.60006 -5.00213 -0.082 -0.074 -0.066 0.081
C 1.25549 -2.87687 4.13779 0.513 0.100 -1.445 -0.062
C 2.42142 -3.72359 4.68552 -0.419 2.330 1.068 -0.476
C 3.11251 -2.85566 5.78671 0.529 -0.006 -0.511 -0.043
O 1.91060 -4.89469 5.18592 0.437 -1.434 -0.224 -0.049
H 1.65813 -2.12405 3.46012 0.092 0.286 -0.089 0.063
H 0.61447 -2.33258 4.83128 0.251 -0.368 0.465 0.067
H 0.63669 -3.51441 3.50633 -0.173 -0.055 0.044 0.057
H 3.13531 -3.94230 3.89141 -0.039 -0.066 -0.041 0.114
H 3.30118 -1.86981 5.36173 0.141 0.126 -0.038 0.069
H 4.06968 -3.24034 6.13878 0.082 -0.270 -0.220 0.071
H 2.53505 -2.67485 6.69334 -0.534 -0.284 -0.224 0.070
H 1.35951 -4.60259 5.91570 -0.250 -0.373 0.753 0.012
C -3.16701 -2.10558 -2.98021 -0.721 -0.943 0.392 -0.035
C -2.10449 -3.05883 -3.50274 0.633 0.751 -0.775 -0.447
C -1.57929 -2.67404 -4.90013 -1.151 0.335 0.497 -0.034
O -1.00573 -2.91810 -2.62698 0.631 0.502 1.162 -0.098
H -2.94155 -1.03979 -3.01733 0.409 -0.101 -0.397 0.083
H -3.33784 -2.32672 -1.92664 0.037 -0.061 0.139 0.064
H -4.13725 -2.27723 -3.44634 0.122 0.106 -0.164 0.059
H -2.35651 -4.11913 -3.48416 -0.722 0.001 0.034 0.135
H -0.58099 -3.09166 -5.03088 -0.132 0.136 -0.310 0.066
H -1.59844 -1.58421 -4.89853 0.667 0.094 -0.200 0.077
H -2.27313 -2.94829 -5.69478 0.125 -0.381 -0.089 0.080
H -0.36665 -3.59765 -2.85369 0.274 -0.358 -0.196 0.042
C 3.42924 7.59780 -1.47455 -1.172 0.561 -0.096 -0.044
C 2.84852 7.30538 -0.08976 0.779 -1.963 -1.135 -0.532
C 3.39375 5.99998 0.45029 -0.271 -0.831 -0.232 -0.072
O 3.22603 8.26605 0.82230 -0.109 1.609 0.709 -0.029
H 2.93176 8.51313 -1.79519 0.321 0.282 -0.218 0.084
H 3.15415 6.86275 -2.23095 0.215 -0.285 0.203 0.054
H 4.50798 7.75400 -1.47214 0.037 -0.121 0.101 0.088
H 1.76262 7.23328 -0.15073 -0.081 0.342 0.119 0.135
H 3.14131 5.12608 -0.15026 -0.329 -0.049 -0.120 0.069
H 3.00723 5.85652 1.45932 0.246 -0.112 0.073 0.074
H 4.48358 6.01126 0.43442 0.169 0.205 0.327 0.079
H 4.18101 8.31041 0.73494 0.204 0.300 0.282 0.091
C 2.74882 -4.03971 -2.90239 -0.304 -0.051 0.590 -0.042
C 1.71952 -5.15522 -2.62709 2.155 -0.326 1.007 -0.452
C 1.39341 -5.24700 -1.10122 -0.441 -0.349 -0.904 -0.030
O 0.60530 -5.07391 -3.48502 -0.748 0.181 0.449 -0.046
H 3.70460 -4.27682 -2.43509 -0.020 -0.166 0.141 0.072
H 2.40160 -3.12231 -2.42707 -0.010 0.325 -0.298 0.073
H 2.97259 -3.88815 -3.95835 -0.324 0.040 -0.075 0.077
H 2.25141 -6.08115 -2.84581 -0.099 -0.356 -0.099 0.129
H 0.96734 -4.33399 -0.68531 -0.104 0.074 -0.109 0.062
H 2.26993 -5.51672 -0.51211 0.331 0.331 -0.377 0.070
H 0.73132 -6.08829 -0.89637 -0.402 0.155 -0.231 0.071
H 0.90124 -5.30254 -4.36918 -0.045 0.060 -0.096 0.109
C -2.65659 -4.67889 -0.13584 1.039 0.293 0.460 -0.052
C -2.04107 -5.78110 0.77534 -0.406 1.879 -0.425 -0.473
C -1.34916 -5.20847 2.07605 -0.795 -0.473 -1.879 -0.022
O -3.14937 -6.53744 1.08523 -1.180 -1.921 1.592 -0.054
H -1.93254 -3.87352 -0.25921 -0.282 0.103 -0.506 0.041
H -3.59104 -4.29901 0.27717 0.233 0.181 0.606 0.079
H -2.99731 -5.07312 -1.09322 0.548 -0.170 -0.295 0.075
H -1.36731 -6.39895 0.18169 0.591 0.144 0.100 0.116
H -2.05320 -4.57722 2.61823 -0.067 -0.129 0.076 0.072
H -0.55097 -4.56937 1.69851 0.258 -0.026 0.265 0.053
H -0.95759 -6.00631 2.70710 -0.020 0.097 -0.037 0.080
H -3.62419 -6.74660 0.27752 -0.002 -0.034 -0.002 0.087
C 4.17216 -1.20284 0.81893 -0.162 -0.452 0.224 -0.029
C 4.48665 -2.50628 1.59181 -1.541 1.000 -0.969 -0.494
C 3.86203 -3.73453 0.88027 -0.096 0.883 0.546 -0.045
O 5.86214 -2.65228 1.65003 1.246 -0.560 -0.133 -0.032
H 4.73825 -0.34937 1.19206 0.101 -0.104 0.169 0.059
H 3.11328 -0.96111 0.91081 -0.083 -0.017 0.074 0.056
H 4.37876 -1.30125 -0.24678 0.140 -0.157 -0.076 0.081
H 4.15187 -2.37976 2.62138 -0.604 -0.138 0.079 0.114
H 2.81719 -3.57779 0.61221 0.028 0.181 0.059 0.052
H 3.87943 -4.61481 1.52286 0.221 -0.160 -0.040 0.080
H 4.42947 -3.88759 -0.03771 -0.001 -0.191 -0.010 0.081
H 5.94980 -3.59152 1.82825 0.802 -0.115 0.135 0.086
```
Forces are in eV/Å.

Summary:
Energy above the lowest of the compared OMol25 structures with the same formula, charge and spin ... 204.3 kJ/mol
Orbital gap ... 0.3616 Ha
Maximum force ... 3.74 eV Å⁻¹